[1]
{"formula": "C2H6N4O", "method": "ωB97M-V/def2-TZVPD", "homo_energy_ev": -8.96, "charge": 0, "smiles": "[H]/N=C/NN/C=N/O", "multiplicity": 1, "e_tot_ev": -10175.484, "relative_energy_ev": 4.578, "max_force_ha_per_bohr": 0.0875, "homo_lumo_gap_ev": 9.97, "symbols": ["C", "C", "H", "H", "H", "H", "H", "H", "N", "N", "N", "N", "O"], "coordinates": [[0.82647, 0.60178, -0.53277], [-1.74714, -0.59698, 0.40113], [2.84806, -1.07125, 0.95501], [1.35127, 1.04070, -1.46012], [-0.98806, 1.52544, -0.97962], [-0.73490, 0.76007, 1.73055], [-2.16901, -1.08170, 1.21317], [-2.24741, -1.81555, -0.88305], [1.37785, -0.14670, 0.32394], [-0.37555, 1.30478, -0.25066], [-1.11013, 0.60386, 0.77798], [-1.89627, -0.90606, -0.77142], [2.68659, -0.67221, -0.04312]]}


[2]
{"formula": "C4H11NO3", "method": "ωB97M-V/def2-TZVPD", "homo_energy_ev": -8.96, "charge": 0, "smiles": "CCOC(O)(O)NC", "multiplicity": 1, "e_tot_ev": -11957.532, "relative_energy_ev": 2.577, "max_force_ha_per_bohr": 0.0705, "homo_lumo_gap_ev": 9.83, "symbols": ["C", "C", "C", "N", "H", "H", "H", "H", "H", "H", "H", "H", "H", "C", "O", "O", "O", "H", "H"], "coordinates": [[-1.35496, -0.49109, -0.57867], [1.08664, 1.89701, 0.16143], [-2.40213, -0.41814, 0.49670], [0.83849, 0.70617, -0.63346], [1.27190, 0.78153, -1.54588], [-1.48524, -1.29787, -1.29680], [-1.35826, 0.41192, -1.18633], [0.81145, 2.77315, -0.42495], [0.48204, 1.83380, 1.06430], [2.14388, 2.00713, 0.42937], [-2.15876, 0.35514, 1.22156], [-3.37119, -0.22335, 0.03195], [-2.46949, -1.35767, 1.03808], [1.10106, -0.60284, -0.06831], [1.83176, -0.51163, 1.13165], [1.90208, -1.30591, -0.98233], [-0.06419, -1.24609, 0.17999], [1.42925, -1.05969, 1.81304], [1.76567, -2.25157, -0.85133]]}


[3]
{"formula": "C4H12", "method": "ωB97M-V/def2-TZVPD", "homo_energy_ev": -11.44, "charge": 0, "smiles": "CC.CC", "multiplicity": 1, "e_tot_ev": -4341.916, "relative_energy_ev": 0.612, "max_force_ha_per_bohr": 0.0454, "homo_lumo_gap_ev": 12.59, "symbols": ["C", "C", "H", "H", "H", "H", "H", "H", "C", "C", "H", "H", "H", "H", "H", "H"], "coordinates": [[1.49806, -1.95128, -0.33559], [-0.02473, -1.69775, -0.32989], [2.03049, -1.66667, -1.22930], [1.83527, -1.28507, 0.48128], [1.72499, -2.95313, 0.02779], [-0.35505, -1.56591, 0.69917], [-0.26615, -0.81851, -0.92408], [-0.46286, -2.48907, -0.93965], [-0.03900, 2.08792, 0.45614], [-1.40027, 1.46277, 0.11922], [0.44892, 2.48604, -0.42636], [-0.23369, 2.82184, 1.24276], [0.69808, 1.44684, 0.92643], [-1.52975, 0.41422, -0.10862], [-1.99180, 1.69680, 1.00587], [-1.93253, 2.01096, -0.66517]]}


[4]
{"formula": "C14H14Br2N2O4", "method": "ωB97M-V/def2-TZVPD", "homo_energy_ev": -9.88, "charge": 0, "smiles": "O=[N+]([O-])c1ccccc1.O=[N+]([O-])c1ccccc1.BrCCBr", "multiplicity": 1, "e_tot_ev": -165993.235, "relative_energy_ev": 1.462, "max_force_ha_per_bohr": 0.1404, "homo_lumo_gap_ev": 8.97, "symbols": ["Br", "C", "C", "Br", "H", "H", "H", "H", "C", "C", "C", "C", "C", "C", "N", "O", "O", "H", "H", "H", "H", "H", "C", "C", "C", "C", "C", "C", "N", "O", "O", "H", "H", "H", "H", "H"], "coordinates": [[0.26481, -2.17813, -1.61644], [-0.59841, -0.67447, -0.69285], [-1.88921, -0.34329, -1.46182], [-2.89726, 1.11771, -0.74310], [0.08680, 0.17171, -0.74359], [-0.79986, -0.77762, 0.37340], [-2.54382, -1.20980, -1.55538], [-1.64671, -0.15073, -2.50691], [2.09385, 0.77034, -3.56407], [3.26791, 1.15495, -2.87081], [4.33278, 1.63818, -3.67677], [4.30813, 1.68464, -5.09014], [3.07833, 1.34684, -5.74215], [2.01421, 0.95000, -4.98792], [5.53730, 1.82107, -5.81337], [5.45488, 2.26236, -6.94730], [6.60579, 1.47768, -5.31960], [1.25123, 0.33523, -3.04729], [3.38966, 1.07808, -1.80045], [5.28178, 1.89913, -3.23213], [2.93819, 1.55144, -6.79330], [1.09523, 0.67768, -5.48562], [-3.74406, -0.51007, 6.83167], [-4.34629, -1.46917, 6.03246], [-3.68387, -1.97188, 4.92427], [-2.44322, -1.37132, 4.53834], [-1.84668, -0.33196, 5.40062], [-2.50354, 0.03375, 6.44057], [-1.81608, -1.74318, 3.31235], [-0.58879, -1.91411, 3.21471], [-2.57978, -1.70986, 2.31484], [-4.25114, -0.06310, 7.67398], [-5.33336, -1.89268, 6.14529], [-4.23298, -2.71655, 4.36719], [-1.06455, 0.27437, 4.96816], [-2.19119, 0.78283, 7.15311]]}


[5]
{"formula": "C6H10N2", "method": "ωB97M-V/def2-TZVPD", "homo_energy_ev": -8.58, "charge": 0, "smiles": "C1=CC2(CNC2)NC1", "multiplicity": 1, "e_tot_ev": -9361.761, "relative_energy_ev": 2.676, "max_force_ha_per_bohr": 0.0540, "homo_lumo_gap_ev": 9.60, "symbols": ["C", "C", "C", "C", "C", "C", "H", "H", "H", "H", "H", "H", "H", "H", "H", "H", "N", "N"], "coordinates": [[-2.11522, -0.56873, -0.05239], [0.28090, -0.00380, -0.08248], [1.33857, -0.30768, 0.97681], [1.49181, 0.22990, -1.05949], [-0.58563, 1.31298, 0.02394], [-1.86805, 0.93303, 0.11076], [-2.37108, -1.04375, 0.95795], [-2.96271, -0.84365, -0.70776], [-0.70785, -1.90835, -0.10578], [1.24645, 0.21302, 1.92037], [1.40490, -1.46267, 1.25426], [3.22371, -0.30817, -0.00898], [1.56230, -0.58269, -1.86194], [1.28821, 1.21232, -1.63847], [-0.14455, 2.29303, 0.34668], [-2.68127, 1.63301, 0.28958], [-0.77641, -1.00519, -0.46203], [2.37590, 0.20738, 0.09897]]}


[6]
{"formula": "C4H7NO", "method": "ωB97M-V/def2-TZVPD", "homo_energy_ev": -9.91, "charge": 0, "smiles": "CC(=O)[C@H]1CN1", "multiplicity": 1, "e_tot_ev": -7797.576, "relative_energy_ev": 2.069, "max_force_ha_per_bohr": 0.0409, "homo_lumo_gap_ev": 10.84, "symbols": ["C", "C", "O", "C", "C", "N", "H", "H", "H", "H", "H", "H", "H"], "coordinates": [[0.27288, -0.14146, 1.86838], [-0.42478, -0.00666, 0.55832], [-1.60333, -0.30665, 0.43435], [0.28130, 0.61107, -0.62376], [0.29901, -0.40007, -1.69723], [-0.62426, 0.70916, -1.75635], [0.26830, 0.84964, 2.32991], [1.31081, -0.45822, 1.75947], [-0.27096, -0.82776, 2.51441], [1.03674, 1.37422, -0.48522], [-0.12328, -1.30513, -1.24822], [1.12275, -0.54490, -2.39615], [-1.54518, 0.44676, -1.25790]]}


[7]
{"formula": "C9H13NO2", "method": "ωB97M-V/def2-TZVPD", "homo_energy_ev": -8.80, "charge": 0, "smiles": "Cc1ccc(O)cc1.CC(N)=O", "multiplicity": 1, "e_tot_ev": -15129.567, "relative_energy_ev": 0.065, "max_force_ha_per_bohr": 0.0213, "homo_lumo_gap_ev": 9.34, "symbols": ["C", "C", "O", "N", "H", "H", "H", "H", "H", "C", "C", "C", "C", "C", "C", "C", "O", "H", "H", "H", "H", "H", "H", "H", "H"], "coordinates": [[-0.40802, 2.89919, 1.73455], [0.12220, 2.14049, 2.92438], [0.94857, 2.64541, 3.66839], [-0.28803, 0.85611, 3.09041], [-0.06135, 0.45692, 3.98657], [-0.95446, 0.36053, 2.51871], [-0.39067, 3.96470, 1.96409], [-1.41282, 2.61619, 1.44287], [0.28290, 2.78346, 0.90373], [1.90100, -1.58283, -3.61073], [0.30495, -1.34927, -0.17145], [-0.98052, -0.95397, -0.51351], [1.24683, -1.48390, -1.18000], [0.91009, -1.29683, -2.51232], [-1.34901, -0.72937, -1.82247], [-0.38937, -0.95179, -2.81789], [-1.85282, -0.74468, 0.55027], [0.55373, -1.52805, 0.86372], [2.26357, -1.74327, -0.90403], [-2.36278, -0.47832, -2.11499], [-2.77422, -0.71996, 0.22804], [2.82788, -1.05552, -3.38664], [1.52911, -1.27621, -4.58473], [-0.71748, -0.89256, -3.84084], [2.15872, -2.63571, -3.71657]]}


[8]
{"formula": "C4H7BrO3", "method": "ωB97M-V/def2-TZVPD", "homo_energy_ev": [-4.98, -10.30], "charge": 0, "multiplicity": 3, "e_tot_ev": -80441.329, "max_force_ha_per_bohr": 0.2556, "homo_lumo_gap_ev": [5.60, 8.19], "symbols": ["C", "C", "C", "C", "O", "O", "O", "Br", "H", "H", "H", "H", "H", "H", "H"], "coordinates": [[0.22499, 0.01686, 1.24001], [-0.11203, 0.37685, 0.02160], [-0.05623, 0.82354, 2.46036], [0.05855, -0.49934, -1.38617], [-1.20431, -1.01456, -1.65047], [0.52635, 0.26857, -2.42380], [0.97012, -1.50161, -1.13385], [-1.04810, 1.97672, -0.38966], [0.73735, -0.92540, 1.36462], [-0.86260, 0.36022, 3.02956], [0.82245, 0.87357, 3.09910], [-0.36249, 1.83279, 2.19632], [-1.13225, -1.94977, -1.86807], [-0.14616, 0.91326, -2.67919], [1.58435, -1.55172, -1.88036]]}